Molecular formula: C27H24Cl2I2N6OSTi
Method: DFT, ωB97M-V/def2-TZVPD

Energy above the lowest of the compared OMol25 structures with the same formula, charge and spin   19.9 kcal per mole
⟨S²⟩   2.02
2S+1   3
Maximum force   1.3 eV Å⁻¹

Cartesian coordinates (Å):
C 2.417 -0.631 1.650
C 1.395 2.612 0.260
H 2.293 2.007 0.393
H 1.162 4.982 -1.091
C -3.664 1.257 -2.092
H -0.807 3.689 0.797
H 0.935 -0.712 4.426
I 0.499 0.240 -4.590
C -3.186 2.780 -0.315
C 1.632 -5.111 -1.105
Ti -0.138 -0.218 -0.201
H -3.363 -3.576 -2.273
C 1.254 -3.934 -1.745
H 4.302 -0.669 2.629
H -3.456 3.606 0.330
H -5.039 2.750 -1.387
C -2.410 0.716 -1.893
H 3.618 -3.485 -0.551
C -1.947 2.171 -0.170
H 5.121 -2.581 1.181
C 1.331 -5.092 -3.858
H -4.261 -2.936 -0.962
S -2.452 -1.438 0.444
H 1.906 -7.162 -3.785
H 2.052 0.200 2.245
H 0.410 3.299 -4.961
H -1.465 2.465 1.879
N -0.128 -2.020 -1.035
H -4.305 0.855 -2.862
Cl -0.841 -0.538 2.916
C 1.047 4.118 -1.735
N -1.584 1.147 -0.935
N 1.561 -1.123 0.733
C 4.124 -2.179 1.055
H 1.213 -5.080 -4.935
C -2.310 -2.377 -1.029
H 1.727 -5.122 -0.026
O 1.145 0.510 -1.469
Cl 0.501 1.598 4.447
C 0.747 1.904 -3.368
C 3.674 -1.113 1.869
I 0.608 6.197 -3.884
C -0.987 2.615 0.909
H 2.151 -7.179 -1.323
H 0.775 -3.029 -3.621
C 0.030 -0.118 4.386
C 0.785 4.284 -3.088
C 1.864 -6.269 -1.834
H 0.536 1.681 1.852
H -2.045 -0.093 -2.515
H -0.621 -0.315 5.229
C 0.628 3.177 -3.909
H 1.533 3.568 0.774
C 1.091 -3.939 -3.129
C 1.024 1.705 -2.013
C 1.023 -2.690 -0.976
C 1.986 -2.168 -0.053
N 0.277 1.857 0.889
C 3.291 -2.689 0.103
C 1.159 2.844 -1.204
C -4.058 2.304 -1.275
N -1.212 -2.648 -1.661
C 1.720 -6.261 -3.214
N -3.481 -2.847 -1.588